{"formula": "C7H11N", "method": "the ωB97M-V functional and the def2-TZVPD basis", "symbols": ["C", "C", "C", "C", "C", "C", "C", "N", "H", "H", "H", "H", "H", "H", "H", "H", "H", "H", "H"], "coordinates": [[1.10987, -1.38353, 0.07294], [1.58736, -0.11683, -0.10714], [-0.99709, 0.61210, -0.19444], [-1.07678, -0.75574, -0.22270], [2.91072, 0.40167, -0.22537], [-1.06110, 1.73052, 0.78964], [-2.50115, -1.02608, -0.49717], [-0.24122, -1.73952, -0.16090], [1.64140, -2.37620, 0.08166], [0.72905, 0.52527, -0.17541], [3.61796, -0.44976, -0.25202], [3.27806, 1.01280, 0.61650], [3.03553, 0.83710, -1.29405], [-0.21940, 2.35904, 0.45941], [-1.10657, 1.50426, 1.90597], [-2.01323, 2.23466, 0.67032], [-3.03813, -0.45270, -1.17752], [-3.14084, -0.81462, 0.36386], [-2.51445, -2.10244, -0.65358]], "charge": 0, "orbital_gap_ha": 0.27455, "e_above_lowest_kj_mol": 566.8, "total_energy_ha": -327.8721, "spin_multiplicity": 1, "e_homo_ev": -7.73}

***

{"formula": "C7H11N2", "method": "the ωB97M-V functional and the def2-TZVPD basis", "symbols": ["C", "C", "C", "C", "C", "C", "C", "N", "N", "H", "H", "H", "H", "H", "H", "H", "H", "H", "H", "H"], "coordinates": [[2.91666, -0.52314, -0.37672], [2.11122, -0.54166, 0.72020], [0.91057, 0.15953, -1.01602], [-2.37208, 0.33190, -0.27642], [-0.25797, 0.21565, 1.02252], [-2.53506, 0.61410, -1.63533], [-0.44874, -0.44212, 2.32734], [2.19387, 0.00412, -1.42475], [0.81796, -0.14157, 0.32781], [3.90538, -0.82853, -0.41743], [2.28507, -0.74311, 1.71272], [0.04452, 0.47083, -1.65612], [-2.83791, 0.86001, 0.41949], [-2.67769, 1.74490, -1.81476], [-1.72929, 0.24529, -2.18263], [-3.55685, 0.13214, -1.59425], [0.28701, -0.00924, 3.02443], [-1.39297, -0.12405, 2.88132], [-0.27175, -1.63998, 2.25551], [2.60805, 0.21492, -2.29692]], "charge": 1, "orbital_gap_ha": [0.24560, 0.28168], "e_above_lowest_kj_mol": 819.5, "total_energy_ha": -382.3115, "spin_multiplicity": 1, "e_homo_ev": [-11.24, -12.08]}

***

{"formula": "C7H11N2", "method": "the ωB97M-V functional and the def2-TZVPD basis", "symbols": ["C", "C", "C", "C", "N", "C", "C", "C", "N", "H", "H", "H", "H", "H", "H", "H", "H", "H", "H", "H"], "coordinates": [[-0.96551, 1.65674, -3.27048], [-0.81765, 1.12591, -1.90957], [-0.24053, -0.08711, -1.72832], [0.05455, -0.60676, -0.20155], [0.66856, 0.09949, 0.77644], [0.57330, -0.67123, 1.93349], [1.14396, -0.15494, 3.18829], [-0.00435, -1.82400, 1.54106], [-0.39089, -1.74496, 0.25097], [-0.73089, 1.03456, -4.14504], [-2.04435, 2.09328, -3.18265], [-0.42074, 2.56019, -3.45983], [-1.09110, 1.61858, -1.07443], [0.21282, -0.91972, -2.29064], [1.30334, 0.94105, 0.77389], [0.70485, -0.41626, 4.24508], [2.13639, -0.61839, 3.41434], [1.17499, 0.87147, 3.28387], [-0.33245, -2.60437, 2.21182], [-0.93428, -2.35352, -0.35672]], "charge": 1, "orbital_gap_ha": 0.37746, "e_above_lowest_kj_mol": 192.1, "total_energy_ha": -382.5504, "spin_multiplicity": 1, "e_homo_ev": -13.27}

***

{"formula": "C7H11N2O", "method": "the ωB97M-V functional and the def2-TZVPD basis", "symbols": ["C", "C", "C", "C", "C", "C", "C", "N", "N", "O", "H", "H", "H", "H", "H", "H", "H", "H", "H", "H", "H"], "coordinates": [[-1.79898, 0.11656, -1.01094], [-1.02527, -1.04371, -0.53662], [-1.51821, -0.59970, 0.95790], [2.61092, -0.24601, 1.00237], [-2.86475, 1.56418, 0.75783], [2.08436, 0.23790, -0.30490], [1.38380, -0.97617, -1.11154], [0.21718, -1.35287, -0.45942], [-2.23550, 0.41287, 0.16739], [-1.78894, -1.76097, 0.36636], [-1.75362, 0.57943, -1.95464], [3.37196, -0.91263, 0.80442], [1.90152, -0.91763, 1.53847], [3.03521, 0.52592, 1.54784], [-2.62836, 1.43143, 1.78998], [-2.65451, 2.41512, 0.17834], [-3.94071, 1.41900, 0.64476], [1.26579, 0.97236, -0.33490], [2.92748, 0.60224, -0.83540], [2.05570, -1.90946, -1.03627], [1.35494, -0.55786, -2.17104]], "charge": 1, "orbital_gap_ha": 0.32009, "e_above_lowest_kj_mol": 757.7, "total_energy_ha": -457.5504, "spin_multiplicity": 1, "e_homo_ev": -14.56}

***

{"formula": "C7H11N2O4", "method": "the ωB97M-V functional and the def2-TZVPD basis", "symbols": ["C", "C", "O", "N", "C", "C", "N", "O", "C", "O", "C", "C", "O", "H", "H", "H", "H", "H", "H", "H", "H", "H", "H", "H"], "coordinates": [[-3.23774, 0.33417, -0.20582], [-2.03214, -0.60313, -0.29315], [-2.14718, -1.78317, -0.56748], [-0.82103, -0.05421, -0.10020], [-0.65566, 1.36988, 0.20704], [0.77352, 1.76879, -0.07449], [1.25652, 0.67084, -0.91684], [2.67188, 0.53960, -0.89622], [0.52272, -0.67405, -0.26517], [0.53194, -1.69167, -1.15363], [1.21070, -1.00410, 1.08778], [2.54041, -1.54792, 0.83238], [0.75417, -0.55050, 2.13430], [-3.13178, 1.04461, -0.99767], [-3.28063, 0.90784, 0.59732], [-3.99046, -0.41027, -0.35757], [-0.92023, 1.64995, 1.17024], [-1.23710, 1.98740, -0.47882], [1.05128, 2.59383, -0.73331], [1.41365, 1.73466, 0.85476], [0.01295, -1.59505, -1.99659], [3.05940, -0.64897, 0.31855], [2.48466, -2.35782, 0.16021], [3.17013, -1.68068, 1.67439]], "charge": -1, "orbital_gap_ha": 0.22703, "e_above_lowest_kj_mol": 329.1, "total_energy_ha": -683.7344, "spin_multiplicity": 1, "e_homo_ev": -2.76}

***

{"formula": "C7H11N3O3", "method": "the ωB97M-V functional and the def2-TZVPD basis", "symbols": ["N", "C", "C", "O", "C", "N", "C", "C", "C", "O", "N", "C", "O", "H", "H", "H", "H", "H", "H", "H", "H", "H", "H", "H"], "coordinates": [[1.34672, -1.59229, -0.97742], [1.66243, -0.17159, -1.43028], [2.75989, 0.25860, -0.24264], [1.90381, -0.01687, 0.82312], [0.83687, 0.72578, 1.38289], [-0.37089, 0.41540, 0.59277], [-1.06109, -0.66772, 1.01720], [-2.32823, -1.07191, 0.77174], [-2.98786, -0.30902, -0.21931], [-4.22118, -0.54764, -0.50127], [-2.31043, 0.94431, -0.61539], [-1.12950, 1.50443, -0.08615], [-0.72054, 2.53346, -0.41303], [0.85686, -2.03000, -1.78401], [0.96064, -1.86748, 0.08010], [2.01508, -0.24542, -2.48109], [0.80311, 0.44629, -1.36159], [3.61572, -0.31984, -0.10055], [2.99416, 1.27218, -0.19931], [0.82233, 0.20547, 2.44067], [1.03167, 1.76610, 1.23354], [-0.53637, -1.19055, 1.82561], [-2.84888, -1.92748, 1.12392], [-3.09430, 1.88580, -0.87950]], "charge": 0, "orbital_gap_ha": 0.33259, "e_above_lowest_kj_mol": 425.3, "total_energy_ha": -663.1971, "spin_multiplicity": 1, "e_homo_ev": -8.80}

***

{"formula": "C7H11N4", "method": "the ωB97M-V functional and the def2-TZVPD basis", "symbols": ["C", "C", "N", "C", "C", "C", "N", "C", "N", "C", "N", "H", "H", "H", "H", "H", "H", "H", "H", "H", "H", "H"], "coordinates": [[2.83181, -1.05226, 0.21783], [1.48580, -0.47186, -0.21807], [1.13990, 0.56201, 0.76579], [-0.00979, 1.01166, 0.92761], [-1.23359, 0.47090, 0.15872], [-1.28192, 1.52550, -0.94727], [-2.48913, 0.14565, 0.73224], [-2.82420, -1.11909, 0.63491], [-1.85542, -1.83120, 0.06362], [-0.82552, -1.06971, -0.18556], [0.39506, -1.45256, -0.50301], [3.05009, -1.18294, 1.31016], [3.70437, -0.39300, -0.20730], [3.07334, -1.94349, -0.31187], [1.72434, -0.01160, -1.23113], [-0.17212, 1.89191, 1.60124], [-0.21692, 1.71985, -1.10094], [-1.84416, 2.47598, -0.66160], [-1.55048, 1.22755, -1.88273], [-3.12623, 0.84371, 1.21862], [-3.61214, -1.68711, 0.90109], [0.62279, -2.45705, -0.66145]], "charge": 1, "orbital_gap_ha": 0.35760, "e_above_lowest_kj_mol": 240.4, "total_energy_ha": -492.0606, "spin_multiplicity": 1, "e_homo_ev": -14.09}

***

{"formula": "C7H11N4", "method": "the ωB97M-V functional and the def2-TZVPD basis", "symbols": ["C", "N", "N", "C", "C", "N", "C", "C", "N", "C", "C", "H", "H", "H", "H", "H", "H", "H", "H", "H", "H", "H"], "coordinates": [[-2.74954, -2.17831, 0.12115], [-2.04744, -1.09412, 0.60798], [-1.54565, -0.27851, -0.15061], [-0.67665, 0.71615, -0.14815], [-1.07579, 2.03520, -0.64813], [0.58133, 0.44424, 0.15293], [0.85407, -0.86014, 0.72398], [2.17126, -1.27203, 0.77955], [3.07782, -0.69019, -0.03358], [2.88312, 0.44600, -0.61705], [1.72549, 1.31745, -0.11553], [-2.30268, -2.53041, -0.83650], [-2.73160, -2.71987, 1.09383], [-3.79826, -1.78055, 0.01366], [-0.57444, 2.83616, 0.02157], [-2.18062, 2.12842, -0.43987], [-0.86740, 2.33581, -1.65211], [0.06039, -1.28984, 1.19054], [2.36171, -2.04006, 1.50051], [3.34056, 0.67988, -1.55977], [1.95457, 1.83016, 0.93207], [1.53975, 1.96456, -0.93646]], "charge": 1, "orbital_gap_ha": 0.28277, "e_above_lowest_kj_mol": 524.4, "total_energy_ha": -491.9525, "spin_multiplicity": 1, "e_homo_ev": -12.52}